(1)
Density functional theory data (ωB97M-V with the def2-TZVPD basis set) for a structure of composition C11H8AlNO5.

```
26
Properties=species:S:1:pos:R:3:forces:R:3:nbo_charge:R:1
C 1.640 -1.017 -0.937 6.3 -4.4 4.5 0.494
C -0.623 0.559 1.258 0.5 -0.5 0.5 0.074
C 1.092 0.629 2.941 -0.1 0.1 -0.1 -0.154
O -0.172 1.762 -2.991 -1.0 -2.3 1.1 -0.633
H -2.248 -0.807 1.527 -0.1 -0.1 0.1 0.236
C -0.502 0.413 -3.137 0.1 -0.1 -1.7 -0.371
C 0.394 -0.365 3.653 0.3 0.4 -0.2 -0.176
H -2.003 0.647 -0.268 0.0 0.1 0.0 0.451
O 1.208 -0.639 -4.721 -1.1 1.0 3.6 -0.249
O 2.358 2.445 -2.374 -2.7 -2.5 1.5 -0.278
O -2.190 -3.873 -2.087 1.0 1.6 0.6 -0.385
O 2.563 -1.513 -0.451 -4.3 2.1 -2.7 -0.181
H -0.940 1.913 -0.269 -0.4 0.0 0.3 0.451
C 0.588 -0.260 -3.798 -2.0 -0.7 -4.1 0.650
Al 0.337 0.229 -1.474 -2.1 3.0 2.3 1.414
C 1.575 1.686 -1.991 3.3 3.0 -1.6 0.456
H -1.350 -1.619 3.745 0.0 0.1 -0.2 0.259
H 1.090 1.863 1.118 -0.2 -0.2 0.5 0.224
C -1.597 -2.954 -1.795 -0.9 -1.4 -0.5 0.431
N -1.031 0.906 -0.093 1.0 -0.1 -1.7 -0.885
C -1.328 -0.415 1.946 0.2 0.0 0.1 -0.248
C 0.565 1.104 1.722 0.6 -0.3 0.2 -0.290
C -0.818 -0.872 3.161 0.4 0.3 0.2 -0.142
H -1.469 -0.147 -2.606 2.2 1.0 -2.0 0.329
H 2.045 1.048 3.317 -0.8 -0.4 -0.2 0.260
H 0.816 -0.723 4.601 -0.3 0.1 -0.5 0.262
```
Forces are in eV/Å.

Computed properties:
HOMO-LUMO gap in eV: 6.16
Max |F| in eV/A: 8.9
HOMO in eV: -16.5
Energy relative to the best compared isomer or geometry (same formula, charge and spin) in kJ/mol: 126.0
Total charge: +2
Electronic energy in eV: -29840.010

(2)
Density functional theory data (ωB97M-V with the def2-TZVPD basis set) for the molecule C4H7N3O.

```
15
Properties=species:S:1:pos:R:3:forces:R:3:nbo_charge:R:1
H -2.090 -1.240 -0.978 0.2 0.4 -0.3 0.208
C 0.884 0.893 -0.189 4.0 1.8 -1.4 0.472
N 0.961 -1.244 1.387 -0.4 -0.3 -0.5 -0.502
H 0.659 -0.288 -2.846 0.1 0.0 0.4 0.365
H 0.917 -1.252 2.407 -0.1 0.3 -0.3 0.349
N -0.156 -0.291 -2.229 -0.6 1.3 -0.6 -0.567
H 1.732 -1.863 1.140 0.0 0.2 -0.1 0.339
N 1.430 2.052 -0.284 -0.9 -1.8 1.3 -0.661
C -2.122 -0.506 -0.181 0.1 0.8 0.4 -0.308
H -1.206 0.971 0.976 0.5 0.6 -0.5 0.232
O 1.368 0.061 1.056 -0.4 1.9 -2.0 -0.435
H -3.082 -0.422 0.314 0.2 -0.5 0.7 0.193
C -0.077 0.505 -1.258 0.0 -3.5 6.7 0.273
H 1.904 2.272 0.596 0.2 0.1 -0.1 0.347
C -1.121 0.354 0.090 -2.9 -1.3 -3.8 -0.306
```
Forces are in eV/Å.

Computed properties:
HOMO-LUMO gap in eV: 9.08
Max |F| in eV/A: 7.6
HOMO in eV: -9.3
Energy relative to the best compared isomer or geometry (same formula, charge and spin) in kJ/mol: 690.1
Electronic energy in eV: -10772.595

(3)
Density functional theory data (ωB97M-V with the def2-TZVPD basis set) for the molecule C21H33N3O4S.

```
62
Properties=species:S:1:pos:R:3:forces:R:3:nbo_charge:R:1
C 5.811 -2.517 0.682 -0.2 -0.3 -0.2 -0.430
N 6.561 -1.288 0.601 0.1 0.4 -0.8 -0.657
H 2.248 -0.967 0.649 0.0 0.0 0.0 0.214
H 3.328 0.278 -1.937 0.0 -0.1 0.0 0.181
H -3.529 -1.192 -0.590 -0.1 -0.1 -0.1 0.223
H 6.359 -3.232 1.295 0.0 0.0 0.0 0.211
H 5.773 -0.380 2.339 0.0 0.0 0.1 0.178
N -5.219 -0.062 -0.951 0.0 0.0 -0.1 -0.443
H 4.814 -2.360 1.111 0.0 0.0 0.1 0.179
C -2.861 1.106 1.228 0.0 0.0 -0.2 -0.162
H -1.249 1.178 2.639 0.0 0.0 0.1 0.226
H -6.720 0.889 -2.006 0.0 -0.2 0.0 0.225
N 4.521 0.151 -0.209 0.9 -0.2 -0.3 -0.710
H -0.126 1.048 -1.483 0.1 0.0 0.0 0.210
O -5.288 2.132 -0.445 -0.1 0.2 0.1 -0.623
C 1.858 1.104 0.258 0.4 -0.2 -0.1 0.101
H 5.205 1.839 0.751 -0.1 0.2 0.0 0.233
C -2.210 1.026 -1.073 -0.3 0.0 0.2 -0.181
O 6.925 0.854 -0.628 -0.1 0.2 0.3 -0.938
H 1.688 1.764 -0.605 0.0 0.0 0.1 0.174
H -5.898 -3.352 1.372 0.0 0.0 0.1 0.203
H 3.173 1.018 1.946 0.0 0.0 0.1 0.210
C 3.441 -0.342 -1.035 -0.4 -0.5 -0.2 -0.220
C 4.325 1.526 0.192 0.0 0.5 0.4 -0.223
H -8.427 -0.883 1.460 0.0 -0.1 0.0 0.212
C -5.434 -2.417 1.048 0.0 0.1 -0.1 -0.394
C -7.620 -1.075 0.750 0.0 0.3 0.0 -0.406
S 6.082 -0.299 -0.648 0.0 -0.2 0.3 2.459
H 2.889 2.657 1.345 0.0 0.0 0.0 0.224
H 7.338 -1.216 2.523 0.0 0.0 0.0 0.211
H -7.875 -1.998 0.227 -0.1 -0.1 0.0 0.190
C -6.306 -1.250 1.525 -0.1 -0.2 0.1 -0.403
C -6.603 -0.008 -1.387 -0.4 0.4 0.0 -0.220
H -2.470 0.995 -2.121 0.0 0.0 -0.1 0.216
H -6.178 -2.663 -0.959 0.0 -0.1 -0.1 0.197
H -4.462 -2.345 1.541 0.0 -0.1 0.0 0.202
H -4.609 -3.391 -0.668 -0.1 0.0 -0.1 0.216
H -3.633 1.141 1.983 -0.1 0.0 0.1 0.221
H -5.740 -0.321 1.479 0.0 0.0 0.1 0.199
C -0.524 1.104 0.638 -0.2 0.0 0.1 0.304
H 7.259 0.328 1.648 0.1 0.0 0.3 0.236
H -6.807 -0.885 -2.004 0.0 0.0 0.0 0.194
C -0.875 1.056 -0.707 0.4 0.0 0.0 -0.266
H -7.376 1.016 0.315 -0.1 0.0 0.0 0.225
C -7.602 0.099 -0.231 0.0 -0.2 -0.1 -0.404
H 4.231 2.178 -0.689 0.1 0.0 0.1 0.183
H 1.323 -0.699 -0.834 0.0 0.0 0.0 0.222
C 6.734 -0.600 1.857 0.1 0.3 0.2 -0.430
O 6.018 -1.103 -1.826 -0.3 -0.2 0.1 -0.939
C -4.659 1.091 -0.516 0.2 -0.1 0.0 0.673
O 0.745 1.144 1.132 -0.1 0.1 0.1 -0.496
H -8.597 0.209 -0.668 0.0 0.1 0.0 0.207
H -6.530 -1.431 2.579 0.0 0.1 0.0 0.207
H 5.717 -2.905 -0.329 -0.1 -0.3 0.1 0.235
C -5.221 -2.510 -0.462 0.2 0.2 0.2 -0.412
C 3.063 1.623 1.046 -0.2 0.0 -0.3 -0.408
C -1.535 1.130 1.601 0.2 0.0 -0.1 -0.254
H 3.699 -1.352 -1.349 -0.2 0.1 -0.1 0.235
C 2.147 -0.323 -0.226 0.0 0.3 -0.1 -0.437
C -4.500 -1.309 -1.075 0.1 -0.5 -0.1 -0.211
H -4.326 -1.517 -2.141 0.1 0.0 0.1 0.187
C -3.214 1.037 -0.116 0.2 0.3 -0.1 -0.157
```
Forces are in eV/Å.

Computed properties:
HOMO-LUMO gap in eV: 9.21
Max |F| in eV/A: 1.0
HOMO in eV: -8.6
Energy relative to the best compared isomer or geometry (same formula, charge and spin) in kJ/mol: 177.7
Electronic energy in eV: -45808.273

Please write out number 1 again, unchanged.
Density functional theory data (ωB97M-V with the def2-TZVPD basis set) for a structure of composition C11H8AlNO5.

```
26
Properties=species:S:1:pos:R:3:forces:R:3:nbo_charge:R:1
C 1.640 -1.017 -0.937 6.3 -4.4 4.5 0.494
C -0.623 0.559 1.258 0.5 -0.5 0.5 0.074
C 1.092 0.629 2.941 -0.1 0.1 -0.1 -0.154
O -0.172 1.762 -2.991 -1.0 -2.3 1.1 -0.633
H -2.248 -0.807 1.527 -0.1 -0.1 0.1 0.236
C -0.502 0.413 -3.137 0.1 -0.1 -1.7 -0.371
C 0.394 -0.365 3.653 0.3 0.4 -0.2 -0.176
H -2.003 0.647 -0.268 0.0 0.1 0.0 0.451
O 1.208 -0.639 -4.721 -1.1 1.0 3.6 -0.249
O 2.358 2.445 -2.374 -2.7 -2.5 1.5 -0.278
O -2.190 -3.873 -2.087 1.0 1.6 0.6 -0.385
O 2.563 -1.513 -0.451 -4.3 2.1 -2.7 -0.181
H -0.940 1.913 -0.269 -0.4 0.0 0.3 0.451
C 0.588 -0.260 -3.798 -2.0 -0.7 -4.1 0.650
Al 0.337 0.229 -1.474 -2.1 3.0 2.3 1.414
C 1.575 1.686 -1.991 3.3 3.0 -1.6 0.456
H -1.350 -1.619 3.745 0.0 0.1 -0.2 0.259
H 1.090 1.863 1.118 -0.2 -0.2 0.5 0.224
C -1.597 -2.954 -1.795 -0.9 -1.4 -0.5 0.431
N -1.031 0.906 -0.093 1.0 -0.1 -1.7 -0.885
C -1.328 -0.415 1.946 0.2 0.0 0.1 -0.248
C 0.565 1.104 1.722 0.6 -0.3 0.2 -0.290
C -0.818 -0.872 3.161 0.4 0.3 0.2 -0.142
H -1.469 -0.147 -2.606 2.2 1.0 -2.0 0.329
H 2.045 1.048 3.317 -0.8 -0.4 -0.2 0.260
H 0.816 -0.723 4.601 -0.3 0.1 -0.5 0.262
```
Forces are in eV/Å.

Computed properties:
HOMO-LUMO gap in eV: 6.16
Max |F| in eV/A: 8.9
HOMO in eV: -16.5
Energy relative to the best compared isomer or geometry (same formula, charge and spin) in kJ/mol: 126.0
Total charge: +2
Electronic energy in eV: -29840.010

Question: Which value of max |F| does entry 3 give?
Answer: 1.0 eV/A

Question: What is the HOMO in the first record?
Answer: -16.5 eV

Question: Which of these has the lowest HOMO-LUMO gap?
Answer: C11H8AlNO5